1.
The following is a quantum chemistry calculation of 2 unconnected molecules or ions with the total composition C14H19BNO, from the Open Molecules 2025 dataset.

Element x y z (Å)
C (0.00, 0.32, -1.22)
H (1.89, -0.14, 4.42)
B (0.79, 0.16, 2.02)
H (-0.15, -0.39, 2.54)
H (-6.14, 0.40, -1.32)
H (-3.78, 2.79, -2.28)
H (-1.72, -1.68, -1.50)
C (-2.21, -0.71, -1.64)
H (-6.00, 0.23, -3.07)
H (4.63, -2.36, 0.98)
H (0.61, 0.18, 0.71)
H (2.62, 2.02, -2.00)
H (-1.32, 2.60, -1.85)
C (-3.33, 1.82, -2.08)
H (5.42, -2.44, 3.39)
H (-4.20, -1.47, -1.95)
H (2.62, 0.64, -0.84)
N (2.13, -0.62, 2.40)
O (0.78, 1.31, -1.58)
C (2.18, 1.05, -1.76)
C (3.70, -1.31, 4.08)
H (3.97, -1.31, 5.14)
H (2.33, 0.35, -2.59)
C (-1.97, 1.72, -1.84)
C (4.06, -1.90, 1.79)
C (-5.63, 0.80, -2.20)
C (-1.39, 0.45, -1.55)
C (2.88, -1.25, 1.46)
C (-3.56, -0.59, -1.89)
H (-5.92, 1.84, -2.32)
C (4.50, -1.94, 3.12)
H (0.44, -0.68, -1.07)
H (2.49, -1.21, 0.44)
H (0.89, 1.31, 2.42)
C (-4.15, 0.68, -2.06)
C (2.54, -0.66, 3.70)

Calculated values
HOMO energy in eV: -12.70
Orbital gap in hartree: 0.2962
Calculated total energy in hartree: -699.42752
Total charge: +1
LUMO in eV: -4.6365

***

2.
The following is a quantum chemistry calculation of a molecular structure, C14H19BNO6Pt, from the Open Molecules 2025 dataset.

Element x y z (Å)
O (-0.86, -1.04, 3.38)
H (2.39, -0.29, 2.70)
O (-0.41, -0.33, 1.32)
O (0.17, 0.42, -1.52)
C (-0.06, 1.49, 4.39)
H (-2.99, -1.29, 1.27)
B (3.23, 4.58, -1.39)
H (-2.50, -3.89, -2.76)
H (1.79, 2.14, 2.28)
H (4.02, 4.08, -2.17)
H (0.63, 2.22, 4.83)
C (-0.33, -0.27, 2.61)
C (-0.58, -0.63, -1.77)
H (2.60, 0.86, 4.04)
C (1.92, 0.14, 3.59)
H (-4.40, -0.91, 0.27)
Pt (0.53, 1.13, 0.29)
H (0.98, -2.43, -5.09)
C (-1.98, -2.98, -2.48)
C (-3.49, -0.50, 0.72)
C (2.25, 3.43, -0.92)
N (1.55, 2.59, -0.56)
C (-2.50, -2.08, -1.58)
H (2.57, 5.45, -1.91)
O (0.87, 1.84, 2.20)
H (-0.96, 2.01, 4.06)
H (-0.33, 0.74, 5.13)
H (0.94, -1.33, -3.08)
H (1.79, -3.32, -3.78)
H (-3.47, -2.30, -1.15)
C (-1.86, -0.89, -1.23)
C (-0.73, -2.70, -3.04)
C (0.99, -3.36, -4.53)
O (-2.46, 1.27, -0.47)
C (-0.04, -1.56, -2.69)
H (1.73, -0.66, 4.30)
H (1.19, -4.19, -5.21)
C (0.61, 0.80, 3.22)
C (-2.57, 0.07, -0.35)
H (3.80, 4.99, -0.39)
H (-3.77, 0.31, 1.39)
O (-0.26, -3.63, -3.93)

Calculated values
HOMO energy in eV: -5.04
Orbital gap in hartree: 0.2775
Calculated total energy in hartree: -1195.32810
Total charge: -1
LUMO in eV: 2.5119

***

3.
The following is a quantum chemistry calculation of a single C14H19BrN2O2 molecule, from the Open Molecules 2025 dataset.

Element x y z (Å)
H (-1.10, -0.53, -2.35)
C (-2.30, 1.74, 3.15)
H (-3.21, -1.21, 0.82)
H (4.49, 0.91, -1.63)
C (0.26, 1.11, -2.00)
C (2.47, -0.57, -0.57)
H (4.34, -0.71, -2.33)
C (-3.51, 1.72, 2.49)
H (-1.82, -2.97, 1.25)
H (-0.30, 1.61, -1.21)
C (-0.08, -0.37, -2.01)
H (3.89, 0.70, -3.29)
H (-2.03, 2.56, 3.79)
O (-0.79, -1.38, 2.09)
H (1.98, 1.98, -0.95)
H (1.19, -1.14, 1.03)
Br (0.28, 0.69, 3.82)
C (1.11, -0.52, 0.14)
H (0.92, 0.51, 0.47)
H (-0.08, 1.53, -2.95)
C (-1.73, -0.40, 2.15)
C (3.88, 0.27, -2.29)
H (-4.77, 0.64, 1.13)
H (-4.21, 2.53, 2.62)
H (0.60, -0.89, -2.70)
H (2.73, -1.62, -0.77)
N (0.02, -0.97, -0.69)
C (1.78, 1.38, -1.85)
O (-1.80, -2.23, -1.09)
H (3.21, -0.16, 0.14)
H (2.13, 1.96, -2.70)
N (2.52, 0.13, -1.84)
C (-3.83, 0.66, 1.66)
C (-2.95, -0.40, 1.48)
C (-1.42, 0.69, 2.97)
C (-0.93, -1.85, -0.33)
C (-0.91, -2.38, 1.11)
H (-0.04, -3.04, 1.26)

Calculated values
HOMO energy in eV: -8.64
Orbital gap in hartree: 0.3413
SMILES: CN1CCCN(C(=O)COc2ccccc2Br)CC1
Calculated total energy in hartree: -3378.86735
LUMO in eV: 0.6469

***

4.
The following is a quantum chemistry calculation of a molecular structure, C14H19CoF4N2O, from the Open Molecules 2025 dataset.

Element x y z (Å)
H (-3.48, 1.36, 3.09)
H (1.65, -2.81, 0.36)
F (-0.98, 0.67, -1.32)
H (-1.23, 2.14, 1.19)
C (0.62, -1.92, 2.47)
C (2.56, -1.15, -0.64)
C (1.11, 0.09, -2.26)
H (1.37, -2.38, 3.12)
C (-3.74, 0.68, 1.04)
H (1.37, 0.60, 2.74)
C (2.05, 0.00, 2.14)
H (-2.72, -1.10, 0.25)
C (-0.13, 0.72, -2.43)
H (3.08, -2.19, 1.21)
H (2.54, 0.63, 1.40)
H (2.92, -1.85, -1.39)
C (-1.66, 1.45, 1.93)
N (1.28, -1.07, 1.45)
H (0.04, 1.88, -5.58)
C (-2.80, -0.51, 1.15)
C (1.56, 0.79, -4.53)
C (-3.16, 1.64, 2.08)
O (-1.49, 0.08, 1.42)
Co (0.05, -0.24, 0.21)
H (-3.45, 2.67, 1.91)
N (1.31, -0.51, -1.04)
H (0.06, -2.70, 1.97)
H (-3.05, -1.15, 2.00)
C (0.32, 1.39, -4.66)
C (-0.53, 1.35, -3.58)
F (-1.74, 1.91, -3.63)
H (-4.77, 0.40, 1.25)
H (2.80, -0.44, 2.80)
H (-1.11, 1.53, 2.86)
C (2.20, -1.91, 0.62)
H (3.35, -0.42, -0.47)
H (-0.05, -1.31, 3.06)
C (1.96, 0.15, -3.36)
F (2.41, 0.82, -5.55)
H (-3.69, 1.11, 0.04)
F (3.18, -0.40, -3.31)

Calculated values
<S²>: 0.85
HOMO energy (alpha / beta) in eV: -11.09 / -11.33
Multiplicity: 2
Orbital gap (alpha / beta) in hartree: 0.2938 / 0.3035
Calculated total energy in hartree: -2511.58155
Total charge: +1
LUMO (alpha / beta) in eV: -3.0935 / -3.0696

***

5.
The following is a quantum chemistry calculation of a molecular structure, C14H19F3N2O5PS2, from the Open Molecules 2025 dataset.

Element x y z (Å)
C (-5.55, 1.51, 4.00)
H (-0.42, -1.96, 4.13)
H (-0.08, 3.29, -3.15)
H (-1.21, -2.12, 2.55)
C (-1.37, -2.22, 3.64)
C (0.47, 1.03, 3.87)
C (4.17, -0.31, -3.03)
H (4.30, -1.40, -2.97)
H (-0.61, 0.07, -0.42)
C (-0.24, 0.44, -1.37)
P (-1.96, 0.18, 3.36)
O (-2.34, -1.27, 4.02)
H (-0.87, 1.06, 5.44)
C (0.80, 1.43, -3.72)
O (-1.49, 0.01, 1.91)
O (2.28, -2.23, -3.74)
H (0.67, -1.41, -1.95)
H (-4.22, -0.07, 4.71)
C (0.07, 2.25, -2.89)
N (3.49, 0.02, -4.27)
C (1.02, 0.12, -3.37)
C (-0.67, 0.88, 4.41)
H (-0.99, 2.41, -1.04)
F (6.54, 0.71, -6.43)
N (1.60, 1.18, 3.37)
H (3.58, 0.04, -2.19)
O (-3.23, 1.20, 3.47)
H (-2.75, -3.88, 3.50)
H (-5.74, 2.08, 3.10)
C (-0.45, 1.76, -1.71)
C (5.49, 0.95, -5.64)
H (-5.30, 2.23, 4.78)
C (0.49, -0.38, -2.20)
F (4.71, 1.92, -6.14)
C (-1.80, -3.64, 3.99)
S (4.49, -0.58, -5.54)
O (1.41, -0.84, -5.81)
H (-1.06, -4.38, 3.70)
F (5.89, 1.26, -4.40)
H (-1.97, -3.74, 5.06)
C (-4.41, 0.52, 3.80)
H (1.23, 1.81, -4.63)
H (-4.63, -0.19, 2.98)
H (-6.48, 1.01, 4.30)
S (2.03, -0.92, -4.45)
H (5.14, 0.17, -2.99)

Calculated values
HOMO energy in eV: -3.20
Orbital gap in hartree: 0.1982
Calculated total energy in hartree: -2467.93961
Total charge: -1
LUMO in eV: 2.1945

***

6.
The following is a quantum chemistry calculation of a single C14H19N2O7P molecule, from the Open Molecules 2025 dataset.

Element x y z (Å)
H (1.95, 1.50, -2.59)
P (-0.52, 0.53, -3.39)
H (-0.65, -1.24, 5.05)
O (-0.58, -0.96, -4.01)
C (-0.02, 0.26, -1.64)
H (-0.99, -0.84, 2.66)
O (1.22, 0.05, 6.55)
C (-3.12, 0.16, -2.96)
C (0.41, 0.90, 1.08)
C (0.95, 0.19, 5.24)
C (1.54, 1.34, 3.21)
O (1.09, 1.64, 0.42)
H (3.26, 0.61, -1.88)
H (1.64, -0.19, -5.36)
H (-4.77, 0.37, -1.61)
H (0.88, -0.82, 8.32)
H (0.67, -1.25, -6.38)
C (-0.23, -0.29, 3.20)
C (0.48, -0.88, 7.31)
C (1.42, -0.07, -1.39)
H (2.15, 2.06, 2.67)
C (1.74, 1.12, 4.55)
H (0.23, -2.74, -4.44)
O (-0.65, 0.21, 0.56)
O (1.74, -1.02, -0.70)
C (-0.03, -0.51, 4.54)
H (0.61, -1.90, 6.93)
C (0.59, -1.72, -4.28)
C (-3.90, 0.94, -1.92)
H (-2.75, -0.78, -2.55)
C (1.33, -1.22, -5.51)
H (1.25, -1.72, -3.41)
H (-0.58, -0.63, 7.33)
H (2.50, 1.66, 5.11)
H (-3.27, 1.12, -1.05)
H (-4.22, 1.89, -2.33)
C (0.56, 0.64, 2.52)
H (-3.75, -0.05, -3.83)
N (-0.95, 0.33, -0.79)
O (-2.03, 0.96, -3.44)
O (0.35, 1.49, -4.06)
N (2.28, 0.71, -2.07)
H (2.20, -1.84, -5.69)

Calculated values
HOMO energy in eV: -8.94
Orbital gap in hartree: 0.3332
SMILES: CCOP(=O)(OCC)/C(=N/OC(=O)c1ccc(OC)cc1)C(N)=O
Calculated total energy in hartree: -1522.47629
LUMO in eV: 0.1244

***

7.
The following is a quantum chemistry calculation of 2 unconnected molecules or ions with the total composition C14H19N3O3S, from the Open Molecules 2025 dataset.

Element x y z (Å)
C (-0.41, 3.38, 3.11)
N (2.44, 3.12, 1.86)
C (0.06, 4.31, 1.84)
N (2.35, -0.12, 1.59)
H (1.13, -3.78, -6.07)
H (-0.37, 5.41, 1.99)
H (-0.39, 3.94, 0.81)
H (-1.13, 0.75, 4.62)
O (1.31, 2.17, -0.21)
H (0.71, -2.71, -4.71)
C (-3.91, 1.51, 1.09)
C (0.77, -6.13, -4.68)
O (1.78, -5.35, -2.18)
H (-4.93, -0.62, 1.68)
C (0.54, -3.69, -5.16)
C (-2.70, 2.54, 1.52)
H (2.07, 5.21, 2.43)
H (0.10, -6.64, -3.98)
S (1.99, -2.54, -0.34)
C (-1.64, 2.32, 2.76)
C (1.68, 4.41, 1.63)
O (2.99, 0.82, 0.85)
C (-4.08, 0.13, 1.99)
C (2.17, 2.08, 0.80)
H (-2.57, 3.52, 0.85)
H (-0.79, 4.08, 4.00)
H (-3.18, -1.08, 3.93)
H (0.36, -6.18, -5.69)
C (2.25, -1.27, 0.81)
C (1.43, -4.50, -2.99)
C (-3.05, -0.11, 3.27)
H (1.75, -6.62, -4.65)
H (-4.62, 1.74, 0.16)
H (1.51, -3.42, -2.77)
H (1.88, 4.78, 0.52)
H (3.46, 3.37, 1.73)
N (0.92, -4.75, -4.25)
H (-0.52, -3.80, -5.40)
H (0.47, 2.74, 3.58)
C (-1.84, 0.96, 3.68)

Calculated values
HOMO energy in eV: -8.25
Orbital gap in hartree: 0.2622
SMILES: O=C(NCCCc1ccccc1)ON=C=S.CN(C)C=O
Calculated total energy in hartree: -1332.50113
LUMO in eV: -1.1116

***

8.
The following is a quantum chemistry calculation of a single C14H19N5O2 molecule, from the Open Molecules 2025 dataset.

Element x y z (Å)
C (-1.82, -3.17, -1.01)
N (1.73, 0.48, 2.08)
H (-2.41, -3.13, -1.92)
C (-2.58, 1.93, 3.57)
C (-1.23, 1.71, 3.76)
H (-3.11, 2.62, 4.21)
C (-2.73, -0.94, -0.27)
N (0.47, 1.34, 0.18)
H (-0.71, -0.58, 1.33)
H (-3.41, -0.89, -1.12)
N (0.80, 1.57, -1.04)
H (3.13, 0.65, -5.08)
H (-1.78, -0.47, -0.56)
H (-1.67, -4.21, -0.73)
H (3.40, -0.72, -2.36)
C (2.76, 1.33, -2.43)
H (4.65, 0.39, -4.22)
H (-0.84, -2.73, -1.22)
H (3.72, -0.99, -4.81)
O (1.35, 0.44, 4.28)
H (-1.91, -2.47, 1.03)
H (-3.48, -2.86, 0.33)
H (-0.68, 2.22, 4.54)
H (-4.31, 1.45, 2.39)
C (0.88, 0.58, 3.17)
C (1.58, 0.86, 0.79)
C (-0.56, 0.83, 2.92)
H (3.75, 1.74, -2.24)
C (-2.59, 0.38, 1.72)
N (2.06, 1.25, -1.18)
N (2.60, 0.80, -0.07)
C (-3.26, 1.28, 2.56)
H (1.88, -0.46, -3.23)
C (2.88, -0.06, -3.06)
O (-3.35, -0.19, 0.75)
C (3.65, 0.00, -4.38)
H (2.69, 0.25, 2.33)
H (2.19, 2.00, -3.08)
C (-1.24, 0.14, 1.92)
C (-2.51, -2.41, 0.12)

Calculated values
HOMO energy in eV: -8.44
Orbital gap in hartree: 0.3354
SMILES: CCCOc1cccc(C(=O)Nc2nnn(CCC)n2)c1
Calculated total energy in hartree: -969.12250
LUMO in eV: 0.6902

***

9.
The following is a quantum chemistry calculation of a single C14H19NO2 molecule, from the Open Molecules 2025 dataset.

Element x y z (Å)
C (-5.58, 0.43, -0.44)
H (-5.43, 1.42, 0.02)
C (6.44, 1.47, -0.16)
C (-7.72, -0.77, -0.05)
N (-4.26, -0.18, -0.47)
H (-1.93, -1.06, -0.93)
H (3.74, 1.91, -0.13)
C (-6.54, -0.37, 0.38)
H (0.64, -1.12, -0.79)
C (5.33, 0.46, -0.06)
C (-3.17, 0.41, 0.06)
C (3.28, -1.42, 0.10)
H (6.97, 1.36, -1.11)
H (-4.21, -1.12, -0.84)
H (-0.62, 1.04, -0.89)
H (4.84, -2.87, 0.17)
O (-3.20, 1.52, 0.55)
H (-8.39, -1.34, 0.58)
C (5.62, -0.90, 0.02)
C (2.97, -0.07, 0.02)
H (7.16, 1.32, 0.64)
H (-6.19, -0.62, 1.37)
H (6.65, -1.22, 0.02)
H (0.63, -1.01, 1.00)
O (1.71, 0.45, 0.01)
C (4.01, 0.86, -0.06)
C (-1.91, -0.45, -0.02)
H (6.05, 2.48, -0.10)
C (-0.66, 0.42, 0.00)
H (2.50, -2.17, 0.17)
H (-0.69, 1.09, 0.86)
H (-1.91, -1.11, 0.84)
H (-8.08, -0.53, -1.03)
C (0.61, -0.42, 0.06)
C (4.60, -1.82, 0.10)
H (-5.96, 0.56, -1.46)

Calculated values
HOMO energy in eV: -8.40
Orbital gap in hartree: 0.3359
SMILES: C=CCNC(=O)CCCOc1cccc(C)c1
Calculated total energy in hartree: -750.09804
LUMO in eV: 0.7377

***

10.
The following is a quantum chemistry calculation of a single C14H19NO3 molecule, from the Open Molecules 2025 dataset.

Element x y z (Å)
H (4.90, -2.18, -0.07)
C (2.36, 0.62, -0.09)
H (4.20, 1.76, 0.12)
H (-3.49, -2.76, -0.94)
C (-1.95, 0.04, 0.15)
C (-3.05, 0.91, 0.22)
H (2.02, -0.38, 0.17)
C (-2.10, -1.28, -0.27)
H (-2.28, 2.36, 1.60)
H (3.80, 0.73, 1.51)
O (4.31, -1.50, 0.30)
H (2.36, 0.71, -1.18)
C (1.43, 1.68, 0.49)
H (-0.14, -0.12, 1.13)
H (1.78, 2.68, 0.22)
C (0.02, 1.52, -0.06)
C (-0.70, -2.92, 1.02)
C (-4.46, -0.89, -0.56)
H (-0.54, -2.20, 1.82)
H (0.16, -3.58, 0.96)
C (-3.37, -1.73, -0.61)
H (-1.58, -3.51, 1.28)
H (-3.87, 2.75, 0.92)
O (5.64, -0.12, -0.84)
C (-4.29, 0.42, -0.15)
N (-0.66, 0.50, 0.53)
H (-5.15, 1.08, -0.10)
C (3.80, 0.80, 0.42)
O (-0.43, 2.21, -0.94)
C (-0.93, -2.22, -0.33)
H (1.41, 1.61, 1.58)
C (4.69, -0.29, -0.12)
H (-2.40, 2.91, -0.07)
C (-2.90, 2.32, 0.70)
H (-0.03, -1.68, -0.62)
H (-5.44, -1.25, -0.84)
H (-1.12, -2.98, -1.09)

Calculated values
HOMO energy in eV: -8.87
Orbital gap in hartree: 0.3438
SMILES: CCc1cccc(C)c1NC(=O)CCCC(=O)O
Calculated total energy in hartree: -825.40662
LUMO in eV: 0.4808

***

11.
The following is a quantum chemistry calculation of a molecular structure, C14H19NOsS3, from the Open Molecules 2025 dataset.

Element x y z (Å)
H (-0.41, 1.40, -2.21)
H (-3.31, 0.61, -1.77)
S (5.99, 0.98, -1.67)
H (-2.77, 2.93, -1.05)
H (2.18, -1.32, 3.20)
H (-1.80, 1.92, -3.16)
H (-3.29, -3.40, 0.27)
C (0.83, 3.41, 0.40)
C (-0.38, -1.71, 0.85)
H (1.47, -0.02, 2.23)
C (-1.90, -0.40, -0.56)
H (3.00, -2.50, 1.09)
C (2.09, -2.19, 0.58)
C (-2.56, -2.60, 0.23)
H (-3.15, 1.89, 0.34)
C (4.55, 1.48, -0.97)
C (0.93, -2.01, 1.56)
H (0.79, -2.98, 2.06)
H (1.21, 4.33, -0.07)
C (-2.31, 0.82, -1.36)
C (1.28, -1.00, 2.66)
H (0.46, -0.91, 3.38)
C (-0.63, -0.47, 0.12)
H (-1.12, -3.61, 1.44)
C (-1.34, -2.71, 0.88)
H (-1.46, 2.29, -0.04)
C (-2.43, 2.07, -0.47)
Os (1.58, 1.73, -0.34)
H (-1.29, 0.22, -3.19)
C (-1.40, 1.11, -2.56)
S (4.19, 1.29, 0.69)
C (-2.81, -1.44, -0.49)
H (-0.14, 3.57, 0.86)
S (3.30, 2.22, -1.95)
N (0.22, 0.55, 0.14)
H (2.30, -1.25, 0.07)
H (1.84, -2.94, -0.18)
H (-3.75, -1.34, -1.02)

Calculated values
<S²>: 6.04
HOMO energy (alpha / beta) in eV: 0.20 / -1.10
Multiplicity: 5
Orbital gap (alpha / beta) in hartree: 0.1823 / 0.2270
Calculated total energy in hartree: -1884.75784
Total charge: -2
LUMO (alpha / beta) in eV: 5.1586 / 5.0725

***

Q: Which formula does entry 11 have?
A: C14H19NOsS3